# 1
Computed, not measured: an isolated ion of composition C20H26N and charge +1 at a distorted geometry, with ωB97M-V/def2-TZVPD.

## Properties
LUMO energy = -2.825 eV
Charge = +1
Kohn-Sham gap = 8.237 eV

Last column: natural (NBO) charge in e.
CARTESIAN COORDINATES (ANGSTROEM)
C -0.792 6.013 1.309  -0.61
C -1.525 4.673 1.553  -0.45
C -0.951 3.701 2.601  -0.17
N -0.289 2.362 1.850  -0.54
C -0.750 1.012 1.777  -0.13
C 0.358 0.089 2.326  -0.21
C 1.655 0.428 2.066  -0.21
C 2.821 -0.261 2.581  -0.03
C 4.086 0.388 2.634  -0.19
C 5.231 -0.338 2.922  -0.21
C 5.134 -1.714 3.173  0.01
C 6.365 -2.526 3.397  -0.64
C 3.885 -2.336 3.233  -0.20
C 2.721 -1.619 2.969  -0.19
C -2.205 0.638 2.215  -0.10
C -3.272 0.888 1.334  -0.14
C -4.459 0.146 1.410  -0.22
C -4.603 -0.917 2.315  0.02
C -5.776 -1.856 2.246  -0.64
C -3.620 -1.035 3.310  -0.21
C -2.461 -0.248 3.292  -0.19
H -1.333 6.664 0.598  0.24
H -0.686 6.586 2.239  0.22
H 0.220 5.875 0.902  0.21
H -2.573 4.921 1.771  0.24
H -1.551 4.132 0.602  0.21
H -0.056 4.199 3.084  0.23
H -1.710 3.281 3.307  0.26
H 0.093 2.585 0.930  0.43
H 0.582 2.319 2.388  0.45
H -0.790 0.732 0.731  0.24
H 0.096 -0.870 2.774  0.24
H 1.928 1.271 1.411  0.19
H 4.129 1.462 2.416  0.21
H 6.199 0.165 2.952  0.23
H 6.090 -3.583 3.463  0.22
H 7.067 -2.408 2.563  0.23
H 6.903 -2.258 4.316  0.23
H 3.827 -3.392 3.490  0.22
H 1.735 -2.096 2.994  0.21
H -3.154 1.649 0.547  0.20
H -5.260 0.350 0.712  0.22
H -5.632 -2.755 2.853  0.23
H -6.686 -1.368 2.615  0.24
H -6.006 -2.205 1.232  0.23
H -3.729 -1.808 4.068  0.23
H -1.731 -0.378 4.095  0.22



# 2
Computed, not measured: CH5O2 as an isolated structure at a distorted geometry, with ωB97M-V/def2-TZVPD.

## Properties
LUMO energy = -5.021 eV
Charge = +1
Kohn-Sham gap = 11.217 eV

Last column: natural (NBO) charge in e.
CARTESIAN COORDINATES (ANGSTROEM)
O -1.594 -0.174 -0.158  -0.88
H -2.043 0.172 -1.009  0.57
H -0.515 -0.527 -0.256  0.57
H -2.304 -0.330 0.561  0.58
O 0.757 -0.325 -0.457  -0.57
C 1.566 0.219 0.218  0.42
H 2.065 1.229 0.000  0.16
H 2.068 -0.265 1.102  0.15



# 3
Computed, not measured: C4H5CuMgO2 as an isolated structure at a distorted geometry, with ωB97M-V/def2-TZVPD.

## Properties
LUMO energy (alpha / beta) = -15.006 / -15.089 eV
Charge = +3
Multiplicity = 2
<S²> = 0.752
Kohn-Sham gap (alpha / beta) = 5.396 / 5.341 eV

Last column: natural (NBO) charge in e.
CARTESIAN COORDINATES (ANGSTROEM)
H 1.706 0.774 0.761  0.15
C 1.004 1.157 -0.006  0.47
C 0.280 0.172 -0.852  -0.49
O 0.840 2.359 -0.130  -0.59
Cu 1.631 4.495 0.604  0.99
H 0.956 -0.682 -1.023  0.25
H 0.068 0.611 -1.834  0.30
C -1.136 -0.407 -0.230  -0.61
C -1.041 -1.396 0.825  0.77
O -0.531 -2.478 0.895  -0.85
Mg -0.290 -4.126 1.916  1.96
H -1.704 -0.892 -1.041  0.34
H -1.783 0.412 0.117  0.31